Below is C16H48BeNO19 as an isolated structure in a non-equilibrium geometry, with properties calculated with ωB97M-V/def2-TZVPD.

```
! RIJCOSX wB97M-V def2-TZVPD def2/J DEFGRID3
* xyz 1 1
Be 1.666 -2.535 0.810
N -0.296 -0.726 -0.929
O -0.799 -0.633 0.211
O -0.901 -0.373 -1.964
O 0.861 -1.269 -1.089
C -2.067 2.913 1.480
C -3.236 2.110 0.967
O -3.123 0.688 1.016
O -0.807 2.364 1.094
H -2.037 2.871 2.579
H -2.113 3.997 1.363
H -3.481 2.410 -0.060
H -4.162 2.303 1.512
H -2.334 0.342 0.543
H -0.729 2.620 0.159
C 2.223 0.101 -4.248
C 3.384 0.420 -3.309
O 4.599 -0.253 -3.664
O 1.019 0.538 -3.654
H 2.123 -0.952 -4.536
H 2.405 0.641 -5.181
H 3.151 0.197 -2.260
H 3.505 1.509 -3.310
H 5.101 0.368 -4.201
H 0.919 0.190 -2.763
C 2.287 1.794 2.835
C 2.744 0.530 2.102
O 1.653 -0.173 1.519
O 1.585 1.329 3.991
H 1.604 2.254 2.124
H 3.164 2.382 3.084
H 3.304 -0.136 2.770
H 3.468 0.808 1.329
H 0.875 -0.106 2.112
H 0.653 1.312 3.733
C -1.701 -0.279 4.239
C -1.336 0.740 5.302
O -0.315 0.196 6.153
O -0.800 -0.160 3.110
H -2.715 -0.022 3.919
H -1.732 -1.276 4.677
H -2.236 0.966 5.881
H -0.815 1.609 4.903
H 0.457 0.761 6.218
H -1.338 0.217 2.388
C 4.629 -2.755 -0.244
C 3.674 -3.814 -0.696
O 2.441 -3.233 -1.049
O 3.922 -2.003 0.720
H 5.079 -2.116 -1.017
H 5.584 -3.183 0.092
H 3.555 -4.514 0.137
H 4.113 -4.391 -1.509
H 2.444 -3.063 -2.000
H 4.519 -1.517 1.302
C 0.656 3.486 -1.743
C -0.546 4.339 -2.080
O -1.641 4.075 -1.223
O 1.325 4.006 -0.581
H 1.347 3.551 -2.579
H 0.432 2.428 -1.570
H -0.858 4.104 -3.102
H -0.112 5.343 -2.048
H -2.235 4.831 -1.214
H 0.647 4.136 0.095
C -1.218 -3.806 0.180
C -1.264 -3.660 1.672
O -0.263 -2.680 2.044
O 0.056 -4.041 -0.379
H -1.689 -2.987 -0.370
H -1.924 -4.602 -0.095
H -1.043 -4.632 2.119
H -2.204 -3.330 2.111
H -0.726 -1.816 1.996
H 0.000 -4.382 -1.277
C -4.228 -1.113 -2.408
C -4.696 0.029 -3.307
O -5.295 -0.358 -4.510
O -3.074 -1.785 -2.901
H -5.084 -1.755 -2.206
H -3.855 -0.617 -1.499
H -3.870 0.735 -3.456
H -5.404 0.556 -2.659
H -4.606 -0.724 -5.076
H -2.265 -1.331 -2.627
*
```

Calculated values
HOMO level (eV): -11.111
ΔE to the lowest compared entry with this formula, charge and spin (kcal/mol): 0.0
E (eV): -58149.910

***

Below is C30H28AuIN2O4SSe as an isolated structure, with properties calculated with ωB97M-V/def2-TZVPD.

```
! RIJCOSX wB97M-V def2-TZVPD def2/J DEFGRID3
* xyz 0 1
Au -0.203 0.609 -2.802
C 4.202 0.417 -1.157
C 3.705 1.816 -1.351
N 4.527 2.809 -1.145
C 4.077 4.069 -1.324
C 2.797 4.368 -1.697
C 2.434 5.823 -1.849
O 2.110 6.193 -3.189
C 1.859 3.312 -1.908
C 0.510 3.713 -2.266
N -0.537 2.971 -2.258
C -1.783 3.536 -2.560
C -2.119 4.830 -2.142
C -3.356 5.385 -2.408
C -4.316 4.658 -3.094
C -4.027 3.365 -3.496
C -2.784 2.814 -3.220
I -2.527 0.823 -3.863
C 2.325 1.985 -1.752
O 1.675 0.877 -1.906
H 5.244 0.447 -0.847
H 4.105 -0.158 -2.080
H 3.604 -0.108 -0.408
H 4.795 4.861 -1.144
H 3.265 6.430 -1.477
H 1.557 6.085 -1.254
H 2.814 5.867 -3.761
H 0.413 4.752 -2.582
H -1.390 5.393 -1.574
H -3.574 6.388 -2.065
H -5.289 5.081 -3.303
H -4.774 2.782 -4.018
O 1.747 -1.888 6.789
C 0.911 -2.560 5.966
O 0.430 -3.599 6.318
C 0.597 -1.915 4.650
C -0.589 -2.283 4.025
C -0.930 -1.734 2.801
C -0.072 -0.829 2.183
S -0.472 -0.197 0.570
C 1.119 -0.462 2.801
C 1.449 -1.002 4.034
H 1.945 -1.016 6.427
H -1.230 -3.008 4.509
H -1.850 -2.019 2.307
H 1.791 0.224 2.301
H 2.400 -0.732 4.480
C -2.900 -6.427 1.528
C -2.053 -5.313 0.976
C -0.739 -5.140 1.385
C 0.054 -4.105 0.895
C 1.463 -3.963 1.409
C -0.500 -3.231 -0.047
Se 0.558 -1.738 -0.647
C -1.818 -3.392 -0.494
C -2.447 -2.468 -1.498
C -2.573 -4.431 0.035
H -2.338 -7.038 2.233
H -3.261 -7.075 0.728
H -3.775 -6.031 2.046
H -0.317 -5.819 2.118
H 1.666 -4.724 2.161
H 1.622 -2.982 1.861
H 2.195 -4.069 0.608
H -1.762 -2.247 -2.316
H -2.706 -1.513 -1.033
H -3.355 -2.910 -1.905
H -3.596 -4.559 -0.305
*
```

Calculated values
HOMO level (eV): -7.770
ΔE to the lowest compared entry with this formula, charge and spin (kcal/mol): 0.0
E (eV): -130709.389

***

Below is a 13-piece molecular cluster, C7H36O12 overall in a non-equilibrium geometry, with properties calculated with ωB97M-V/def2-TZVPD.

```
! RIJCOSX wB97M-V def2-TZVPD def2/J DEFGRID3
* xyz 0 1
C 0.474 0.905 -3.558
C -0.029 0.810 -2.099
C -1.337 1.450 -1.875
C -2.481 0.809 -1.691
C -2.725 -0.623 -1.895
C -2.521 3.728 -2.057
C -1.543 2.968 -1.624
H 0.830 1.887 -3.719
H -0.228 0.768 -4.426
H 1.253 0.164 -3.751
H 0.761 1.178 -1.522
H -0.139 -0.311 -1.889
H -3.361 1.329 -1.341
H -3.625 -0.745 -2.413
H -2.657 -1.476 -1.086
H -1.972 -1.282 -2.333
H -2.578 4.798 -1.882
H -3.210 3.382 -2.804
H -0.808 3.246 -0.855
H 0.259 -0.547 0.410
H -1.062 -0.965 1.012
O -0.339 -1.287 0.422
H -0.245 0.865 2.490
H -1.066 -0.128 2.635
O -0.238 0.091 3.037
H 0.673 -1.341 3.796
H 0.908 -2.538 4.766
O 1.226 -1.685 4.529
H -2.787 1.275 3.299
H -3.357 1.567 1.827
O -2.593 1.343 2.356
H 4.879 -2.196 -0.947
H 4.626 -3.462 -0.040
O 4.977 -3.198 -0.884
H -0.430 3.938 3.282
H -0.971 3.076 2.193
O -0.730 3.951 2.382
H -2.257 -2.781 2.300
H -2.940 -1.395 2.625
O -2.195 -1.851 2.193
H 2.239 -2.735 1.345
H 3.399 -2.372 2.283
O 3.191 -2.476 1.298
H 3.878 -0.355 -1.864
H 2.525 -0.353 -1.116
O 3.016 0.058 -1.851
H -1.385 -1.770 -4.730
H -0.010 -2.349 -4.950
O -0.835 -2.532 -4.520
H 2.831 -2.479 4.256
H 3.620 -1.200 4.156
O 3.721 -2.106 3.902
H 0.641 1.971 -0.265
H 1.869 1.467 0.584
O 0.859 1.512 0.611
*
```

Calculated values
HOMO level (eV): -8.743
ΔE to the lowest compared entry with this formula, charge and spin (kcal/mol): 107.7
E (eV): -32410.085

***

Below is one molecule with the formula C19H22N6O in a non-equilibrium geometry, with properties calculated with ωB97M-V/def2-TZVPD.

```
! RIJCOSX wB97M-V def2-TZVPD def2/J DEFGRID3
* xyz 0 1
O 0.090 3.582 0.286
C 0.318 2.343 -0.360
C 1.751 2.244 -0.861
C 2.711 3.168 -0.466
C 4.018 3.021 -0.900
C 4.324 1.940 -1.711
N 3.424 1.046 -2.085
C 2.180 1.198 -1.672
C -0.696 2.151 -1.503
C -2.120 2.061 -0.935
N -2.283 1.004 0.038
C -2.290 -0.329 -0.523
C -2.786 -1.314 0.473
N -3.740 -1.155 1.360
N -3.841 -2.300 2.019
N -3.012 -3.156 1.590
N -2.314 -2.584 0.603
C -1.269 -3.279 -0.096
C 0.090 -2.685 0.188
C 0.451 -2.371 1.492
C 1.695 -1.827 1.759
C 2.591 -1.602 0.728
C 2.242 -1.922 -0.573
C 0.993 -2.456 -0.842
C -1.360 1.187 1.139
C 0.109 1.250 0.705
H 0.071 4.279 -0.379
H 2.435 3.984 0.186
H 4.781 3.726 -0.608
H 5.329 1.774 -2.075
H 1.497 0.429 -2.008
H -0.465 1.243 -2.059
H -0.626 2.994 -2.198
H -2.838 1.914 -1.745
H -2.363 2.999 -0.427
H -1.304 -0.668 -0.886
H -2.983 -0.327 -1.373
H -1.309 -4.314 0.260
H -1.478 -3.269 -1.171
H -0.244 -2.555 2.299
H 1.964 -1.581 2.776
H 3.561 -1.175 0.934
H 2.939 -1.745 -1.378
H 0.719 -2.701 -1.859
H -1.502 0.379 1.858
H -1.624 2.128 1.627
H 0.436 0.292 0.300
H 0.732 1.486 1.568
*
```

Calculated values
HOMO level (eV): -8.588
SMILES: OC1(c2cccnc2)CCN(Cc2nnnn2Cc2ccccc2)CC1
ΔE to the lowest compared entry with this formula, charge and spin (kcal/mol): 24.1
E (eV): -31047.300

***

Below is one molecule with the formula CH4N2P2 in a non-equilibrium geometry, with properties calculated with ωB97M-V/def2-TZVPD.

```
! RIJCOSX wB97M-V def2-TZVPD def2/J DEFGRID3
* xyz 0 1
N 0.954 -0.499 0.742
P 1.667 0.762 -0.176
C -0.057 0.268 0.043
N -0.960 -0.447 -0.731
P -1.758 0.838 0.175
H 1.192 -0.579 1.799
H 1.868 0.020 -1.252
H -0.807 -0.278 -1.747
H -2.100 -0.084 1.148
*
```

Calculated values
HOMO level (eV): -9.117
SMILES: N1PC12NP2
ΔE to the lowest compared entry with this formula, charge and spin (kcal/mol): 47.6
E (eV): -22656.446

***

Below is a 15-piece molecular cluster, C45H90O45 overall in a non-equilibrium geometry, with properties calculated with ωB97M-V/def2-TZVPD.

```
! RIJCOSX wB97M-V def2-TZVPD def2/J DEFGRID3
* xyz 0 1
C -4.994 -27.955 -3.894
O -5.575 -27.637 -5.141
C -5.529 -28.516 -6.197
O -4.901 -29.557 -6.232
O -6.290 -28.049 -7.145
C -6.158 -28.455 -8.404
H -5.268 -28.888 -3.402
H -5.146 -27.174 -3.149
H -3.929 -28.023 -4.117
H -6.496 -29.458 -8.665
H -5.121 -28.345 -8.720
H -6.881 -27.874 -8.976
C 4.743 -33.171 -5.428
O 5.849 -32.304 -5.814
C 7.159 -32.564 -5.390
O 7.596 -33.557 -4.776
O 7.987 -31.595 -5.689
C 9.353 -31.761 -5.919
H 4.675 -33.993 -6.142
H 3.842 -32.572 -5.559
H 4.781 -33.606 -4.429
H 9.785 -30.761 -5.893
H 9.668 -32.184 -6.873
H 9.840 -32.278 -5.091
C 3.287 -43.998 -17.531
O 2.410 -43.619 -18.560
C 1.301 -42.795 -18.393
O 1.013 -42.299 -17.287
O 0.783 -42.470 -19.600
C -0.024 -41.323 -19.758
H 4.003 -44.707 -17.946
H 2.707 -44.431 -16.716
H 3.832 -43.184 -17.053
H -1.044 -41.650 -19.557
H -0.041 -41.121 -20.829
H 0.207 -40.483 -19.103
C -8.950 -43.811 -10.268
O -7.700 -43.800 -10.932
C -6.615 -43.767 -10.209
O -6.424 -43.171 -9.137
O -5.629 -44.521 -10.870
C -4.341 -44.553 -10.458
H -9.775 -44.188 -10.873
H -9.209 -42.853 -9.816
H -8.947 -44.523 -9.443
H -3.854 -45.521 -10.570
H -4.106 -44.290 -9.427
H -3.803 -43.811 -11.049
C -3.391 -36.801 -7.930
O -3.898 -36.943 -9.254
C -3.130 -37.404 -10.300
O -1.897 -37.540 -10.358
O -3.931 -37.615 -11.393
C -3.434 -38.039 -12.644
H -2.464 -37.354 -7.780
H -4.245 -37.128 -7.336
H -3.156 -35.771 -7.663
H -2.948 -39.010 -12.544
H -2.624 -37.384 -12.965
H -4.279 -38.162 -13.321
C 0.525 -32.259 0.677
O 0.349 -33.688 0.789
C -0.254 -34.458 -0.171
O -1.001 -34.016 -1.096
O 0.033 -35.771 0.132
C -0.760 -36.868 -0.293
H 1.047 -31.929 -0.221
H 1.141 -31.797 1.449
H -0.449 -31.768 0.676
H -0.641 -37.674 0.431
H -0.254 -37.151 -1.217
H -1.827 -36.704 -0.439
C -6.799 -43.541 -19.122
O -6.144 -44.188 -20.225
C -6.898 -45.120 -20.769
O -8.156 -45.240 -20.609
O -6.178 -46.070 -21.416
C -4.847 -45.739 -21.935
H -6.153 -42.779 -18.686
H -7.080 -44.220 -18.318
H -7.706 -43.013 -19.418
H -4.713 -46.339 -22.836
H -4.050 -45.815 -21.195
H -4.944 -44.729 -22.333
C -7.080 -35.581 0.618
O -7.707 -36.709 1.166
C -7.380 -37.214 2.342
O -6.421 -36.832 3.069
O -8.248 -38.209 2.515
C -8.425 -38.638 3.873
H -7.894 -34.879 0.437
H -6.493 -35.881 -0.250
H -6.444 -35.128 1.379
H -9.469 -38.893 4.057
H -8.133 -37.811 4.520
H -7.744 -39.448 4.136
C -12.270 -38.135 -3.009
O -11.736 -38.425 -4.244
C -11.226 -37.571 -5.054
O -11.222 -36.359 -4.903
O -10.808 -38.280 -6.106
C -9.994 -37.590 -7.098
H -12.585 -37.096 -2.919
H -11.525 -38.378 -2.252
H -13.069 -38.834 -2.761
H -9.508 -36.684 -6.736
H -10.754 -37.332 -7.835
H -9.185 -38.224 -7.462
C -5.694 -42.568 -2.056
O -5.896 -42.977 -0.740
C -5.402 -44.106 -0.141
O -4.513 -44.820 -0.572
O -6.081 -44.252 1.097
C -5.590 -45.206 2.051
H -6.438 -41.869 -2.436
H -5.701 -43.451 -2.695
H -4.696 -42.131 -2.090
H -4.512 -45.299 1.921
H -6.087 -46.176 2.036
H -5.897 -44.869 3.042
C -5.185 -35.065 -27.362
O -5.540 -34.953 -26.035
C -5.342 -35.983 -25.164
O -4.605 -36.901 -25.370
O -6.357 -35.966 -24.177
C -6.433 -37.108 -23.247
H -5.705 -35.847 -27.916
H -4.124 -35.315 -27.373
H -5.262 -34.056 -27.767
H -5.741 -37.845 -23.653
H -7.444 -37.482 -23.084
H -6.144 -36.903 -22.216
C 2.112 -42.469 -4.242
O 3.407 -42.249 -3.959
C 4.072 -41.299 -4.584
O 3.525 -40.315 -4.965
O 5.378 -41.509 -4.323
C 6.405 -40.629 -4.774
H 1.940 -42.989 -5.184
H 1.486 -41.579 -4.177
H 1.750 -43.128 -3.453
H 5.989 -39.692 -5.145
H 6.931 -41.186 -5.549
H 7.020 -40.363 -3.914
C 4.892 -28.455 -14.788
O 4.832 -29.702 -14.179
C 3.636 -30.308 -13.686
O 2.551 -29.867 -13.848
O 3.974 -31.272 -12.898
C 3.057 -32.377 -12.499
H 4.927 -27.708 -13.996
H 4.078 -28.328 -15.502
H 5.852 -28.380 -15.299
H 2.143 -31.893 -12.154
H 3.448 -33.012 -11.704
H 2.916 -32.929 -13.428
C 4.229 -41.465 -10.828
O 5.110 -42.277 -10.092
C 4.825 -43.647 -10.035
O 3.839 -44.221 -10.408
O 5.982 -44.337 -9.547
C 5.864 -45.546 -8.842
H 4.451 -41.478 -11.895
H 4.455 -40.494 -10.386
H 3.198 -41.750 -10.619
H 6.867 -45.630 -8.423
H 5.572 -46.441 -9.392
H 5.245 -45.452 -7.950
C -12.585 -39.139 -15.578
O -12.006 -37.787 -15.539
C -10.800 -37.477 -15.230
O -9.868 -38.256 -15.113
O -10.783 -36.195 -14.997
C -9.657 -35.535 -14.534
H -13.045 -39.409 -14.627
H -11.816 -39.909 -15.628
H -13.326 -39.051 -16.372
H -8.794 -35.562 -15.199
H -9.376 -36.037 -13.608
H -9.794 -34.466 -14.369
*
```

Calculated values
HOMO level (eV): -10.542
ΔE to the lowest compared entry with this formula, charge and spin (kcal/mol): 251.0
E (eV): -140251.864